[1]
C25H65O28S8V | the ωB97M-V functional and the def2-TZVPD basis

Output
- ⟨S²⟩: 0.780
- Energy above the lowest of the compared OMol25 structures with the same formula, charge and spin: 446.7 kJ/mol
- Charge: +1
- Max |F|: 4.72 eV Å⁻¹
- Spin multiplicity: 2
- Highest occupied orbital energy (alpha / beta): -0.46046 / -0.46046 Eh

XYZ file:
```
127
Properties=species:S:1:pos:R:3:forces:R:3
H 4.1229 2.0553 3.4115 0.1038 0.1634 -0.1474
H -2.3873 4.8995 -5.0545 0.1234 -0.2775 -0.0470
O -1.5228 -3.3043 -3.6813 -0.5697 -0.0575 0.4581
H 3.3436 0.0909 0.1507 -0.1829 0.2965 -0.2477
S -0.2379 -2.9465 -4.1663 0.1721 0.6692 -0.1126
H 2.1198 2.1768 -0.8144 -0.0097 0.2282 0.3933
H 5.8310 2.1814 1.6314 0.0842 0.0386 0.0686
O -0.9701 -0.7070 1.8659 0.1032 -0.1792 0.8874
C 0.5906 -1.3733 -6.0355 -0.2743 0.0873 -0.1597
V -1.3644 -2.8534 2.0156 0.1710 2.2454 -4.1451
H -2.7587 -4.3385 -1.7036 0.1198 0.0541 0.1247
C 3.0270 -2.0944 1.2159 -0.9457 0.2342 -0.2151
S -0.7358 4.0385 0.9639 -0.1000 1.8876 1.0281
H 3.9829 -2.5267 0.9424 0.1625 0.2265 0.0299
H -7.1593 -1.3927 4.0081 -0.1418 -0.0050 -0.1598
H 1.3891 0.3895 -6.9457 -0.0028 -0.1571 -0.0334
O -2.8468 -2.7580 1.5909 1.0114 -0.1680 1.1177
O -0.4455 -5.6653 -1.3688 -0.0330 0.1931 0.7375
C -2.8834 -5.3074 -1.2220 -0.5271 0.1484 -0.2467
H -3.6992 1.5341 -2.0025 -0.0703 0.0754 -0.6779
H 6.0134 2.5858 -0.0969 0.3355 0.1072 -0.0696
C 3.6494 0.7103 -0.6891 1.0415 0.2669 -0.3871
O -0.4238 -1.9892 0.2376 0.2113 -0.5925 0.1739
O -0.4523 -1.6566 -5.0489 0.3162 -0.2381 -0.0445
H -2.6226 2.4738 -1.0975 0.2443 0.1949 -0.1416
O -2.1519 4.0105 1.0597 -0.5228 -0.2891 -0.3008
C 1.7647 -6.3018 -2.0324 -0.6307 -0.6022 0.6948
H 1.7807 -2.3174 -3.0920 -0.0088 0.1370 -0.1488
O 3.3996 2.6436 0.7320 -0.8244 2.8648 -2.7942
H 1.5286 -5.9047 -3.0172 0.0711 0.3260 0.0792
H 3.6582 2.7765 -1.3625 0.2212 0.1225 0.2281
C 0.9215 -5.6787 -0.9165 1.6703 0.3982 -1.2823
O 0.5440 -3.9025 -4.8732 0.3664 -0.4205 -0.2262
H 4.7437 0.7037 -0.7403 -0.0141 -0.2139 0.2280
C 3.5562 1.4393 2.7174 0.2385 -2.1738 1.5821
H -0.4954 4.5855 3.1831 0.1938 0.2124 -0.7088
H 0.3541 -1.9867 -6.9020 0.1374 0.0597 -0.0845
O 4.1967 4.3487 2.2868 -0.4873 0.0059 0.1646
C 3.1895 2.1598 -0.5964 -0.8420 -0.9239 -0.8402
H -0.5734 6.0182 2.2621 0.1204 0.1451 -0.7055
H 2.2821 -7.1803 1.8824 0.0226 -0.1873 -0.2796
C 2.0718 1.7086 2.8761 0.6666 -0.8774 -1.3294
H 1.5492 -7.3715 -2.0630 0.2603 -0.0297 -0.0777
H -0.9712 1.9820 3.0876 -0.4813 0.1860 0.1684
H 1.4607 6.8774 -0.8025 0.2087 0.0028 -0.0293
H -7.2305 0.3117 2.3726 0.2471 0.3162 -0.1236
H -8.6040 -0.4481 4.4725 -0.0343 0.0178 -0.2318
O 0.5333 2.4028 6.1826 0.1012 -0.1685 0.6042
C -4.2123 1.1436 1.5258 -0.8058 -0.1386 0.6600
H 0.6070 0.7013 -5.4149 0.0076 -0.1922 0.1020
H -7.0850 -0.2648 5.3219 -0.0936 0.1812 -0.0185
H 2.3260 5.8871 -2.0061 0.0707 0.0075 0.0483
S -3.6421 2.9960 -4.3073 0.2586 0.6499 -0.0313
C -7.5248 -0.4213 4.3326 0.5064 -0.1123 0.6600
H -1.6715 0.7825 -3.4696 -0.2273 -0.1417 0.0936
C 3.2622 -6.7937 1.5903 -0.7813 0.5069 0.2490
H -4.2364 2.1820 1.8429 0.2752 0.1392 -0.2540
H 1.7009 4.7036 0.1589 -0.2290 -0.1906 0.1275
C -0.3603 -0.8383 0.7565 -1.3291 -1.4358 0.7831
C -3.4275 4.5962 -5.0138 -0.3255 -0.0419 0.3036
C 5.9194 2.9866 0.9078 -0.3619 0.3226 -0.0026
S 4.3896 3.8834 0.9613 0.8012 -0.3981 -0.0769
O 3.0620 -3.1032 3.6009 0.1994 0.0135 0.8300
H 0.5926 6.2725 -2.1792 0.0879 -0.1864 -0.1624
C -0.8619 1.6525 4.1210 1.0151 0.4200 -0.5281
H -0.5597 0.6135 4.0383 -0.3478 -0.1580 0.4991
H 1.3098 -4.6596 -0.8183 -0.6392 0.1442 0.3188
O -3.4455 0.3552 3.8569 0.1866 -0.2735 0.6565
H 1.1126 3.9139 -1.3363 0.0144 -0.1314 0.1475
O -2.9697 2.0599 -5.1446 0.3447 -0.5354 -0.2006
H -2.9105 -6.0697 -1.9984 0.1124 -0.1081 0.0859
C 1.0320 4.7884 -0.6949 0.2878 0.2072 -0.8204
H -0.6396 1.6088 -2.3580 -0.0627 0.0669 0.3148
H 1.5755 -1.6634 -5.6681 -0.1104 -0.0900 0.1916
O -1.5676 -6.9224 0.4038 -0.1920 -0.2803 0.5187
H -1.6872 1.8616 4.7861 -0.2740 -0.1712 -0.1796
C -1.6160 1.1216 -2.4330 0.4439 -0.0388 -0.8069
O -0.0126 2.7996 0.9430 0.3043 -1.0415 -0.3250
H 1.7954 2.6409 2.3850 -0.0855 0.1082 0.8285
H -0.3592 0.4187 -6.8452 -0.1061 -0.2312 0.0546
H 6.7088 3.6726 1.1999 0.1474 -0.0226 -0.2241
S 0.5461 2.5132 4.7729 0.3472 -1.0232 0.1068
S 2.2888 -3.1352 2.4227 1.1213 0.0296 -0.7963
H -3.2475 0.8376 1.1395 0.0436 -0.0498 -0.0486
C -2.7441 2.0597 -2.1027 -0.2400 -0.1772 1.4785
H -5.0454 0.9288 0.8595 0.1928 0.1151 -0.2959
H -1.6419 0.2475 -1.7826 -0.0106 0.0342 0.0721
H -3.9910 5.3140 -4.4235 -0.1309 -0.0012 -0.1187
H 0.5440 -2.9988 -2.0248 -0.0272 0.3301 0.3017
H -3.8075 -5.3549 -0.6504 0.1076 0.0393 0.2083
H -0.0439 0.9411 0.7008 0.4960 0.6763 -0.3262
H 3.3062 -6.6722 0.5096 0.1288 -0.1966 0.0051
O -1.1823 -4.5157 0.6372 0.3119 0.3147 1.1104
H 3.8870 1.5269 1.6829 0.0430 -1.0148 2.0291
O -0.3603 4.8868 -0.2964 0.1035 -0.2886 -0.2351
H -7.7572 1.5374 3.5245 0.5109 0.4254 0.0233
O 0.2582 0.1574 0.1892 -0.2610 0.0191 0.1537
O 0.8945 -2.7962 2.4925 -1.4486 -0.3846 0.2677
H 1.5272 0.9217 2.3255 -0.0560 0.1266 0.1388
O 4.2554 4.7635 -0.1480 0.0715 0.3007 -0.4056
H 1.0904 -6.1865 0.0304 -0.5211 -0.1535 -0.0262
H 3.9986 -7.5112 1.9395 0.2143 0.1312 -0.0399
O -2.8263 3.2072 -2.9567 0.0824 -0.0808 -0.2626
O 2.4135 -4.5485 1.7395 -0.4375 0.0826 0.4098
O -5.0749 -1.0680 2.6192 0.0307 -0.1360 0.3154
H 2.8075 -6.1337 -1.7642 0.0783 -0.1077 -0.2848
C -0.1071 5.0355 2.2657 -1.2192 0.3524 -0.1239
O -5.0094 2.7750 -3.9801 -0.3917 -0.0562 0.0801
H 3.7270 0.3990 3.0177 0.0995 -0.0144 0.4392
H 0.9776 5.0658 2.2684 -0.0789 0.0121 0.0576
H 4.4181 -5.0427 2.1632 -0.2011 0.2277 -0.4179
H 0.3714 -1.2843 -2.6274 -0.0372 -0.0345 0.3164
H -3.8453 4.4553 -6.0086 -0.0015 0.3112 -0.0549
H 2.3457 -2.0025 0.3664 0.1062 -0.4275 -0.0907
C 3.4111 -5.4538 2.2856 1.4160 -0.9189 0.2823
S -4.5751 0.2179 3.0036 0.2382 0.4826 -1.3493
C -7.0943 0.6884 3.3887 -1.0838 -1.0470 -0.0800
C 0.5408 0.0971 -6.3225 0.1035 0.7183 -0.2239
S -1.5096 -5.6490 -0.2099 0.1075 -0.2443 -1.2441
H 3.3390 0.2590 -1.6334 -0.3058 0.0741 0.1066
C 0.7260 -2.2893 -2.8286 -0.0650 -0.5570 -0.2398
H 3.3414 -5.5918 3.3638 -0.6528 0.2845 -0.0214
O 0.7120 3.7919 4.1588 0.6733 -0.5177 1.1394
O 1.7415 1.5707 4.2533 -0.4035 0.7986 0.3061
O -5.7308 1.0952 3.6158 -0.0823 0.0250 0.2161
H 3.0649 -1.0869 1.6306 0.4182 -0.2361 0.3609
C 1.3878 6.0223 -1.4757 -0.5057 0.5585 0.1468
```
Positions in Å, forces in eV/Å.



[2]
C25H69CdN4O12 | the ωB97M-V functional and the def2-TZVPD basis

Output
- Energy above the lowest of the compared OMol25 structures with the same formula, charge and spin: 229.9 kJ/mol
- Charge: +1
- Max |F|: 3.46 eV Å⁻¹
- Highest occupied orbital energy: -0.37363 Eh

XYZ file:
```
111
Properties=species:S:1:pos:R:3:forces:R:3
H -3.5617 1.2293 -0.0482 0.3422 -0.2066 0.1101
C -2.0588 2.3532 -1.9065 -1.0737 0.7638 0.2780
O 3.9563 -1.3719 -1.0824 1.2745 -1.5981 -0.3294
H -7.4612 3.1478 1.8225 0.9271 -0.7586 -0.2685
H -3.1660 0.4336 2.3883 -0.0540 -0.3813 -0.6251
H 1.6711 -2.6449 -0.9287 0.1852 0.1253 -0.5805
H -7.1493 4.0907 -0.5150 -0.5420 0.0658 0.1778
H 1.5085 -6.2236 -2.9381 0.4975 -0.5282 -0.3771
H -3.0356 2.1494 6.8965 0.0146 -0.0970 -0.1910
H 4.3290 0.2215 -4.5638 0.4136 -0.0359 -0.1682
O 4.5704 3.2247 3.3717 1.5306 -0.1840 -1.1060
H 0.1004 -5.7556 -3.9309 0.1623 -0.7516 -0.0003
C 5.4815 4.1601 3.9460 -0.4921 -0.1614 1.6586
C 4.2033 -0.4419 1.1362 -0.8539 -0.3319 -1.0064
C -1.0383 -2.9325 3.4197 -0.0762 0.8008 -0.4002
O -3.3946 2.7441 -1.4358 1.1043 -0.5579 -0.2851
H -1.5595 -3.7070 3.9824 0.0377 0.2329 -0.0461
H 4.8737 -4.7484 -6.3936 0.2611 -0.2408 -0.0771
O -1.8277 -1.7598 3.3571 -1.4083 -0.9673 1.5856
H 0.9580 -3.5411 0.3334 -0.0257 -1.0165 -0.1103
C 4.3470 -2.4272 -1.9928 0.0396 -0.8943 -0.2377
H -3.0705 2.8211 0.6372 0.3608 0.0100 -0.0163
H 4.4192 -2.4936 0.6245 0.0023 -0.2030 -0.3100
H 4.6117 -8.2905 -6.7163 -0.2512 -0.0224 0.2417
H 6.1105 3.6250 4.6574 0.5871 -0.0790 -0.2693
H 5.9608 1.7437 2.6438 -0.0342 -0.1772 0.3757
H 0.3230 -0.2330 -0.5899 0.0605 -0.3998 -0.0737
H 4.9178 4.8136 4.6118 -0.3056 0.1160 -0.3455
C 1.0025 -4.2156 -2.9416 0.0474 0.2898 -0.0553
H -4.6611 4.3195 -0.5389 -0.5232 0.6926 -0.2093
H 0.3746 1.4975 -0.4942 -0.2405 0.2305 -0.0723
H 4.6502 -0.6656 2.1048 -0.0221 0.2539 0.1364
H 0.5883 0.0930 -2.9479 0.4501 -0.0099 0.6607
C -3.6901 2.3105 -0.1000 -0.2761 -0.6449 -0.2056
C 1.1443 -5.5391 -3.7042 -0.6160 0.8575 -0.7981
O 1.1681 2.6167 -3.2774 0.3467 0.9006 -0.4258
O 0.9529 -4.5282 -1.5661 0.7078 -0.3730 0.9472
H 3.2652 -4.1381 -4.4167 0.4278 0.3690 -0.4172
H 3.9993 -3.4011 -1.6485 -0.3056 0.0974 0.3644
H 1.3486 2.1247 -2.4763 0.2095 -0.5113 0.5074
H -0.8402 -3.2575 2.3983 -0.0096 -0.4237 -0.1987
C -2.0995 0.5459 2.5836 1.0899 -0.1943 0.1212
O 0.1827 0.0405 -3.8134 0.1373 -0.1659 -0.4458
O -4.4290 1.5698 5.3629 -0.2131 -0.5269 1.5551
H -6.4272 5.5769 0.1834 -0.9791 0.2486 0.1148
H -0.0850 -2.9392 -0.9178 -0.0809 0.5587 0.0778
C 0.8938 -3.3862 -0.7436 -0.8146 0.4968 -0.2050
H 5.5717 0.8971 0.6596 0.4474 0.4278 0.0609
C -4.0995 2.1643 6.6597 -0.7725 -0.1268 -0.7188
C 3.8672 -5.1664 -6.3828 -1.8624 1.7366 2.3428
H -4.4927 3.1751 6.7673 0.2265 0.4132 -0.5942
N -1.9357 1.1406 3.9004 -1.0878 0.8509 0.6748
C -9.4058 4.3036 2.6937 1.4292 0.3287 -0.4934
C 4.0661 1.9202 1.5437 -0.4058 0.4894 -0.3299
C -7.2505 4.2083 1.6841 -0.9512 -1.3801 -1.1121
N 4.5627 0.8871 0.6147 0.9379 -0.3264 -0.0581
O 3.7276 -6.4645 -6.7610 1.1752 -2.0865 -0.6635
H -1.9484 2.5501 -2.9728 -0.5403 0.2120 0.0220
H 5.7297 -1.4182 0.0925 0.2793 -0.3230 -0.6239
H -0.7348 -0.1667 -3.6363 -0.3218 -0.0510 -0.1497
Cd 4.1050 0.7517 -1.5844 -1.6942 0.7743 -0.2602
H 3.2677 1.5480 2.1855 0.4008 -0.5118 0.2440
N -5.2030 4.0339 0.2641 -1.1990 -0.2276 0.7818
H -9.6985 3.2549 2.6424 -0.4812 -0.0442 -0.4741
C -2.6136 2.4883 4.0390 -1.0138 -1.3361 -0.6556
H 4.5968 -7.4902 -5.1107 -0.2958 -0.0179 0.0167
H 1.8020 -3.4890 -3.0864 0.2532 0.0340 -0.3301
H -8.7915 4.3307 3.5937 -0.2157 0.5023 0.4214
C -5.1672 2.6175 0.2452 3.2603 -0.8320 -0.5930
H -0.0748 -2.6824 3.8640 0.1911 -0.1703 0.3006
H -2.5946 0.5557 4.3942 0.3712 -0.3231 1.2419
C -4.1748 2.3619 4.2363 1.7528 1.0736 0.6373
C 3.2019 -5.0845 -4.9538 1.0825 0.3910 0.4554
C 4.7029 -7.3428 -6.1855 -0.0488 -0.3771 -0.6359
H 5.7349 -7.0367 -6.3569 0.0319 0.5460 -0.1556
N 1.8246 -5.4441 -5.0304 -0.9810 -0.0007 0.6081
H -10.2163 5.0324 2.6997 -0.0794 -0.4485 0.2440
C -1.3159 -0.7971 2.5332 0.2393 0.7344 -0.9212
H -6.6778 4.4682 2.5744 0.0844 0.8795 -0.0240
H 0.0716 -3.7345 -3.2419 -0.1068 0.2861 -0.0402
H -2.2719 2.9922 4.9431 0.4521 0.0159 -0.2979
H 6.0683 4.7869 3.2747 -0.1283 -0.3084 -0.4156
H -4.7015 1.9919 3.3566 -0.0189 -0.3106 0.2427
H 3.9351 -2.3200 -2.9962 -0.1743 0.6551 0.2705
H -5.3134 2.1873 1.2360 -0.5155 -0.1749 -0.1426
H -1.2877 -1.2343 1.5351 -0.1742 0.3084 -0.7516
H -2.4343 3.0688 3.1341 0.2503 0.2831 0.1477
H 1.9057 -6.3563 -5.4564 -0.9837 -0.3445 -0.1121
H 3.5392 2.7324 1.0429 0.3348 0.0242 -0.4178
H -4.5258 3.3646 4.4800 -0.2286 0.3604 -0.4497
C 5.2295 2.4809 2.3126 -1.7008 1.7099 0.8630
H 5.4281 -2.5422 -2.0708 0.1872 0.4532 0.0709
C -6.5962 4.5095 0.3257 1.8341 0.7346 0.1384
H -1.2938 2.9653 -1.4287 0.0511 -0.1335 0.3080
H 3.1971 -4.5789 -7.0104 0.2463 0.1259 -0.3017
H -1.6494 1.2483 1.8820 -0.0636 -0.2298 -0.4776
H 3.6390 -5.8305 -4.2902 0.9632 0.0413 0.1899
H -4.6612 1.6668 7.4503 0.1895 -0.7003 -0.3463
H 3.1246 -0.3060 1.2149 -0.0922 -1.0812 0.2077
H 1.2990 0.5978 0.6092 0.4769 -0.2713 0.2650
H -0.2667 -0.6680 2.7989 0.3635 0.7177 0.1314
C 1.0010 0.6071 -0.4392 -0.1587 0.7451 -0.0687
O 2.0155 0.6721 -1.4007 -0.2552 0.0244 -0.3156
H -1.8514 1.2900 -1.7845 -0.1817 -0.1544 0.4451
H 0.8895 1.9533 -3.9087 -0.4425 -0.2023 -0.1332
H -5.6669 2.0921 -0.5687 -1.0653 0.0822 0.1241
H 5.7102 3.2159 1.6669 0.4959 -0.0633 -0.0830
C 4.6479 -1.5369 0.1550 -0.8630 0.7086 1.5638
H 2.8972 0.5847 -4.2325 -0.8021 0.2569 0.2139
O 3.7648 0.4913 -3.8392 0.6521 -0.0956 0.2549
O -8.5657 4.6899 1.5907 -0.7739 1.0594 0.6028
```
Positions in Å, forces in eV/Å.



Q: Look up the max |F| of the second one.
A: 3.46 eV Å⁻¹